No. 1
A 2-piece molecular cluster, C11H15N overall at a distorted geometry, computed with ωB97M-V/def2-TZVPD.

Structure (ORCA input):
```
! RIJCOSX wB97M-V def2-TZVPD def2/J DEFGRID3
* xyz 0 1
C 1.8348 3.4535 0.2248
C -0.8656 0.9553 0.6472
C 0.4949 1.2838 0.7174
C 0.5756 2.5944 0.1547
C -0.5968 2.9161 -0.4542
C -0.2645 -1.1482 1.6755
C -1.1544 -0.3069 1.1382
C 1.0813 -0.8815 1.5896
C 1.4397 0.4172 1.2559
N -1.5928 1.9437 -0.0772
H -0.7582 -2.0288 2.2265
H -2.2007 -0.6296 1.1926
H 1.8400 -1.5632 2.0745
H 2.4502 0.7848 1.0823
H -2.4495 1.8983 -0.5366
H -0.8313 3.6771 -1.3592
H 1.7089 4.3373 -0.3571
H 2.6416 2.9133 -0.2717
H 2.1448 3.9028 1.0894
C -0.1511 -3.2199 -2.0928
C -1.2057 -2.8496 -0.9453
H 0.7484 -3.6082 -1.6137
H -0.5098 -4.1193 -2.5904
H 0.1069 -2.4714 -2.7945
H -0.9291 -3.4296 -0.0299
H -2.2660 -2.9993 -1.3232
H -1.2917 -1.8219 -0.6227
*
```

Computed properties:
**ΔE to the lowest compared entry with this formula, charge and spin**: 2.192 eV
**HOMO-LUMO gap**: 8.9 eV
**SMILES**: Cc1c[nH]c2ccccc12.CC
**Molecular weight**: 161.25 g mol⁻¹

No. 2
An isolated ion of composition C3H4N3O2S and charge -1, computed with ωB97M-V/def2-TZVPD.

Structure (ORCA input):
```
! RIJCOSX wB97M-V def2-TZVPD def2/J DEFGRID3
* xyz -1 1
C 0.2263 1.8905 -0.8623
C 0.0271 0.4483 0.6900
C 0.2155 -0.2755 -0.4639
N 0.0386 1.7915 0.4307
N 0.3385 0.6751 -1.4497
N -0.0786 -0.0661 1.9787
O 0.9452 -2.7273 0.1843
O -1.4268 -2.2689 -0.3472
S -0.0064 -2.1231 -0.7877
H 0.2859 2.8171 -1.4026
H 0.4760 0.4750 -2.4260
H -0.2736 -1.0588 1.9192
H -0.7677 0.4222 2.5364
*
```

Computed properties:
**ΔE to the lowest compared entry with this formula, charge and spin**: 0.000 eV
**HOMO-LUMO gap**: 7.3 eV
**Molecular weight**: 146.15 g mol⁻¹

| no. | E_LUMO (eV) |
| --- | --- |
| 1 | 0.95 |
| 2 | 3.62 |